Molecular formula: C33H58BrN4O16PS4
Method: DFT, ωB97M-V/def2-TZVPD

The geometry in ORCA input format:
```
! RIJCOSX wB97M-V def2-TZVPD def2/J DEFGRID3
* xyz 0 1
C 4.28079 -3.74136 1.19168
C 3.45867 -3.67662 0.02660
C 2.24978 -3.51440 -1.11775
C 1.55935 -2.00692 -0.88607
C 1.38354 -1.14783 -2.26728
C 2.05253 0.33613 -2.32218
P 3.88636 0.02780 -1.79206
N 4.43456 -1.44984 -2.29021
O 4.11321 0.06374 -0.03591
O 5.04528 1.15292 -2.43063
C 1.28307 1.49199 -1.36332
C 2.31136 2.69528 -1.31677
C 2.01342 4.23806 -1.05854
C 2.28926 4.55783 0.56441
C 3.74372 5.26025 0.84429
O 3.67809 5.94899 2.17276
C 3.40522 4.98474 3.25072
C 4.31564 3.62471 3.56076
O 2.37405 5.18046 4.11904
C -0.30022 1.66123 -1.69538
C -1.06898 3.00171 -1.18771
C -0.85754 3.42148 0.39742
S -2.41668 3.36029 1.43250
C -2.28826 1.87408 2.56583
N -0.95197 1.16365 2.61600
N -0.98096 0.05441 3.45817
C -2.41468 0.07930 3.96188
O -3.26126 1.19378 3.43509
C -1.21044 0.47917 -0.92402
C -2.32633 -0.26177 -1.85258
N -3.15534 -1.14262 -0.89234
C -4.64744 -0.99393 -1.20848
C -5.26668 0.36956 -0.46387
C -2.83419 -2.60820 -1.07246
C -3.48674 -3.60421 -2.21429
O -1.98309 -3.16712 -0.20265
C -0.47064 1.61199 -3.34412
C -1.77954 2.33366 -3.96884
C -1.58423 3.85488 -4.56346
O -0.84352 4.16822 -5.66372
Br -2.52058 5.49004 -3.77274
O 0.72385 2.15518 -4.07381
S 1.89038 0.86628 -4.15280
O 3.16321 1.54654 -4.71845
O 1.53029 -0.26345 -5.12303
H 4.66709 -3.92795 2.30442
H 2.75155 -3.61607 -2.16993
H 1.48831 -4.38386 -0.91469
H 2.01417 -1.42943 0.02148
H 0.44742 -2.27892 -0.53751
H 1.95276 -1.80306 -3.09036
H 0.24792 -1.20448 -2.59160
H 5.27147 -1.31913 -2.91089
H 4.86481 0.71661 0.16271
H 5.00995 1.95382 -1.79799
H 1.30586 0.96329 -0.28866
H 3.11457 2.42378 -0.46686
H 2.97608 2.68810 -2.31208
H 2.88868 4.87550 -1.57297
H 1.04217 4.72595 -1.46636
H 1.46501 5.26088 1.02696
H 2.21929 3.53773 1.18023
H 4.65250 4.52460 0.88934
H 3.88308 6.14249 0.05711
H 3.71425 2.83514 4.22242
H 5.27501 3.94219 4.19315
H 4.64223 3.10962 2.56046
H -0.93883 3.95170 -1.85679
H -2.23726 2.74849 -1.24087
H -0.51348 4.56437 0.37655
H 0.05021 2.81446 0.81740
H -2.68492 -0.80128 4.68315
H -0.55226 -0.34122 -0.41752
H -1.85393 0.92871 -0.02278
H -3.10951 0.43470 -2.37134
H -1.91636 -0.99287 -2.66730
H -4.83078 -0.94099 -2.37102
H -5.22256 -1.90529 -0.69511
H -4.84722 0.48106 0.64393
H -6.43229 0.21152 -0.43607
H -4.93994 1.28799 -1.14747
H -4.48810 -4.03390 -1.72685
H -3.80968 -3.03843 -3.18608
H -2.79506 -4.53311 -2.38712
H -0.50247 0.48249 -3.73397
H -2.09299 1.68711 -4.92589
H -2.74435 2.35835 -3.30857
C -0.78399 2.35285 6.64969
C -1.51958 3.15531 7.70756
O -1.92383 2.33572 8.79792
S -0.78726 1.82274 9.84741
C -1.88689 1.17128 11.07983
O -0.10473 2.97105 10.39954
O -0.07371 0.71358 9.25394
H 0.16574 1.96796 7.03394
H -0.56282 2.97148 5.77434
H -1.37913 1.48950 6.33554
H -0.91324 3.99522 8.06034
H -2.42944 3.57712 7.26603
H -2.46470 1.98890 11.51328
H -1.27763 0.69276 11.85012
H -2.54313 0.43121 10.61473
C -0.95346 -9.36570 -3.12747
C 0.10593 -8.99268 -4.14859
O -0.40224 -8.08829 -5.12217
S -0.65654 -6.53881 -4.68535
C -0.95155 -5.88548 -6.30972
O 0.57956 -5.98320 -4.18269
O -1.89454 -6.46304 -3.94156
H -1.24837 -8.49873 -2.52818
H -0.58137 -10.13338 -2.44186
H -1.85553 -9.73730 -3.62390
H 0.99488 -8.57790 -3.66354
H 0.42122 -9.89687 -4.68129
H -0.03889 -5.96980 -6.90148
H -1.23214 -4.83533 -6.20027
H -1.77132 -6.44094 -6.77244
*
```

The calculation puts the LUMO energy at -0.74 eV. The SMILES is C#CCCC[C@]1(P(=N)(O)O)[C@@H](CCCCOC(C)=O)[C@](CCSc2nnco2)(CCN(CC)C(C)=O)[C@@H](CC(=O)Br)OS1(=O)=O.CCOS(C)(=O)=O.CCOS(C)(=O)=O. The molecular weight comes out at 1005.98 g mol⁻¹.